P | {"formula": "C2H5NO3", "method": "ωB97M-V with the def2-TZVPD basis set", "e_lumo_ev": 0.73, "smiles": "NC=O.O=CO", "homo_ha": -0.374, "elements": ["C", "N", "O", "H", "H", "H", "O", "C", "O", "H", "H"], "xyz": [[1.154, -0.945, 0.870], [2.381, -0.427, 0.610], [0.187, -0.340, 1.258], [1.161, -2.055, 0.822], [2.514, 0.517, 0.281], [3.125, -1.085, 0.435], [-0.412, 1.303, -1.291], [-1.263, 0.471, -1.233], [-2.078, 0.255, -0.185], [-1.467, -0.141, -2.131], [-2.083, -0.703, -0.048]], "nbo_charge": [0.5236, -0.8249, -0.5893, 0.0906, 0.4111, 0.3882, -0.5456, 0.6481, -0.6770, 0.0830, 0.4921]}

Q | {"formula": "C2H5NO3", "method": "ωB97M-V with the def2-TZVPD basis set", "e_lumo_ev": 0.71, "homo_ha": -0.356, "elements": ["C", "C", "N", "O", "O", "O", "H", "H", "H", "H", "H"], "xyz": [[-0.792, -0.726, -0.580], [-0.263, 0.547, -0.012], [1.572, 0.212, 0.122], [1.918, -0.096, -0.999], [2.111, 0.346, 1.181], [-0.710, 1.027, 1.287], [-0.620, -1.397, 0.248], [-0.250, -1.102, -1.493], [-1.798, -0.650, -1.045], [-0.265, 1.469, -0.680], [-0.903, 0.369, 1.971]], "nbo_charge": [-0.7039, 0.2135, 0.5136, -0.3962, -0.3440, -0.7045, 0.2209, 0.2657, 0.2434, 0.2041, 0.4873]}

Which one sits at the bottom of the stability order? Q does.

P | {"formula": "C6H7N3O", "method": "ωB97M-V with the def2-TZVPD basis set", "e_lumo_ev": -0.17, "smiles": "CC(=O)Nc1ncccn1", "homo_ha": -0.349, "elements": ["C", "C", "C", "C", "C", "C", "H", "H", "H", "H", "H", "H", "H", "N", "N", "N", "O"], "xyz": [[2.185, 0.872, 1.153], [2.054, 1.115, -0.236], [-0.239, 0.082, -0.581], [-2.259, -0.689, -1.293], [-2.333, -1.350, -0.136], [-1.418, -1.256, 0.859], [3.039, 1.278, 1.518], [1.168, 1.330, 1.889], [1.957, -0.190, 1.485], [0.844, 1.210, -1.767], [-2.815, -0.662, -2.002], [-3.242, -2.020, 0.107], [-1.442, -1.751, 1.641], [0.930, 0.774, -0.875], [-1.111, 0.034, -1.480], [-0.223, -0.560, 0.612], [2.903, 1.783, -0.894]], "nbo_charge": [-0.6871, 0.6445, 0.5345, 0.1191, -0.3097, 0.1130, 0.2329, 0.2300, 0.2707, 0.4197, 0.1744, 0.2189, 0.1746, -0.5995, -0.4646, -0.4576, -0.6139]}

Q | {"formula": "C6H7N3O", "method": "ωB97M-V with the def2-TZVPD basis set", "e_lumo_ev": 0.32, "smiles": "CC(=O)Nc1ncccn1", "homo_ha": -0.351, "elements": ["C", "C", "C", "C", "C", "C", "H", "H", "H", "H", "H", "H", "H", "N", "N", "N", "O"], "xyz": [[0.736, -1.182, 2.153], [1.452, -1.481, 0.872], [0.288, 0.103, -0.527], [-0.545, 1.783, -1.905], [-1.721, 1.609, -1.459], [-1.886, 0.643, -0.484], [-0.123, -1.774, 2.254], [1.515, -1.841, 2.862], [0.782, -0.286, 2.232], [2.083, -0.414, -0.608], [-0.376, 2.557, -2.570], [-2.670, 2.041, -1.957], [-2.831, 0.407, 0.036], [1.400, -0.689, -0.220], [0.544, 1.081, -1.497], [-0.909, -0.095, 0.032], [2.262, -2.460, 0.786]], "nbo_charge": [-0.6541, 0.6773, 0.5492, 0.0661, -0.3373, 0.1174, 0.2544, 0.2432, 0.1883, 0.3830, 0.1975, 0.2341, 0.2042, -0.5713, -0.4720, -0.4927, -0.5873]}

R | {"formula": "C6H7N3O", "method": "ωB97M-V with the def2-TZVPD basis set", "e_lumo_ev": 0.32, "homo_ha": -0.344, "elements": ["C", "C", "C", "C", "C", "C", "H", "H", "H", "H", "H", "H", "H", "N", "N", "N", "O"], "xyz": [[2.340, 1.007, 0.369], [2.408, -0.445, -0.056], [-0.134, -0.564, -0.122], [-2.359, -1.163, 0.080], [-2.748, 0.089, -0.151], [-1.791, 1.019, -0.385], [1.774, 1.278, 1.356], [2.002, 1.697, -0.447], [3.568, 1.511, 0.599], [1.173, -1.929, -0.088], [-3.212, -1.843, 0.485], [-3.973, 0.395, -0.035], [-1.975, 1.861, -0.597], [1.068, -1.095, -0.216], [-1.080, -1.551, 0.109], [-0.399, 0.697, -0.414], [3.336, -0.963, -0.488]], "nbo_charge": [-0.7422, 0.7037, 0.5377, 0.0808, -0.3293, 0.1281, 0.2468, 0.2735, 0.2210, 0.3792, 0.2002, 0.2253, 0.1540, -0.6036, -0.4751, -0.4914, -0.5087]}

Which one sits at the bottom of the stability order? R does.

P | {"formula": "C9H12O", "method": "ωB97M-V with the def2-TZVPD basis set", "e_lumo_ev": 0.27, "smiles": "CC1=CC=C(C)C(=O)CC1", "homo_ha": -0.299, "elements": ["C", "C", "C", "C", "C", "C", "C", "C", "C", "O", "H", "H", "H", "H", "H", "H", "H", "H", "H", "H", "H", "H"], "xyz": [[0.641, -1.552, 0.355], [-0.731, -1.492, 0.392], [0.455, 1.004, 0.521], [-0.864, 1.083, 1.410], [-2.038, 0.643, 0.429], [1.158, -0.228, 0.203], [-1.174, -0.343, -0.266], [2.700, -0.129, -0.211], [-0.713, -0.088, -1.754], [0.805, 2.056, -0.039], [1.258, -2.396, 0.565], [-1.491, -2.040, 0.987], [-0.884, 0.357, 2.261], [-0.879, 2.216, 1.670], [-3.091, 0.346, 0.958], [-2.373, 1.306, -0.353], [2.804, 0.898, -0.482], [2.758, -0.703, -1.083], [3.388, -0.558, 0.626], [-1.520, -0.374, -2.441], [0.200, -0.912, -1.821], [-0.408, 0.907, -1.927]], "nbo_charge": [-0.1951, -0.3022, 0.4769, -0.4573, -0.4746, -0.0322, 0.1696, -0.6491, -0.6316, -0.6223, 0.2142, 0.2296, 0.2296, 0.2497, 0.2292, 0.2213, 0.2448, 0.2066, 0.2243, 0.2166, 0.2277, 0.2246]}

Q | {"formula": "C9H12O", "method": "ωB97M-V with the def2-TZVPD basis set", "e_lumo_ev": 0.76, "smiles": "Cc1cc(C)c(C)c(O)c1", "homo_ha": -0.306, "elements": ["C", "C", "C", "C", "C", "C", "C", "C", "C", "O", "H", "H", "H", "H", "H", "H", "H", "H", "H", "H", "H", "H"], "xyz": [[0.980, -0.930, -0.153], [-0.410, -0.881, -0.018], [1.101, 1.390, 0.313], [1.732, 0.199, 0.105], [-1.196, -2.280, -0.046], [-1.074, 0.379, -0.007], [-0.310, 1.519, 0.135], [3.239, 0.179, -0.148], [-2.624, 0.449, -0.051], [-0.772, 2.778, 0.205], [1.332, -1.950, -0.256], [-1.634, -2.324, -1.042], [1.721, 2.273, 0.516], [-1.933, -2.189, 0.781], [-0.408, -2.989, 0.132], [3.803, 0.149, 0.816], [3.475, 1.030, -0.748], [3.550, -0.810, -0.725], [-3.049, -0.191, -0.826], [-2.941, 1.452, -0.377], [-2.879, -0.012, 0.802], [-1.707, 2.757, 0.592]], "nbo_charge": [-0.2700, 0.0663, -0.2744, 0.0042, -0.6360, -0.1217, 0.3144, -0.6245, -0.6452, -0.6695, 0.2029, 0.2206, 0.2153, 0.2139, 0.2166, 0.2189, 0.2186, 0.2116, 0.2211, 0.2159, 0.2202, 0.4809]}

Which one sits at the bottom of the stability order? P does.

P | {"formula": "C4H13N2", "method": "ωB97M-V with the def2-TZVPD basis set", "total_charge": 1, "e_lumo_ev": -3.41, "smiles": "CC[C@@](C)(N)[NH3+]", "homo_ha": -0.542, "elements": ["C", "C", "C", "C", "N", "N", "H", "H", "H", "H", "H", "H", "H", "H", "H", "H", "H", "H", "H"], "xyz": [[-2.128, -0.070, 0.051], [0.647, 1.622, 0.310], [-0.834, -0.502, -0.769], [0.411, -0.118, 0.033], [0.585, -0.790, 1.307], [1.607, -0.605, -0.749], [-2.988, -0.005, -0.572], [-1.871, 0.991, 0.431], [-2.045, -0.608, 0.976], [1.699, 1.748, 0.511], [-0.017, 2.091, 1.088], [0.500, 2.002, -0.730], [-0.922, -1.616, -0.783], [-0.882, 0.041, -1.838], [0.189, -1.715, 1.331], [0.296, -0.274, 2.107], [1.279, -1.363, -1.412], [2.189, 0.022, -1.364], [2.286, -0.852, 0.072]], "nbo_charge": [-0.5940, -0.6079, -0.4779, 0.3028, -0.8763, -0.7562, 0.2487, 0.2023, 0.2175, 0.2181, 0.2563, 0.2237, 0.2222, 0.2420, 0.3822, 0.4052, 0.4548, 0.4496, 0.4867]}

Q | {"formula": "C4H13N2", "method": "ωB97M-V with the def2-TZVPD basis set", "total_charge": 1, "e_lumo_ev": -3.54, "smiles": "CNC[C@@H](C)[NH3+]", "homo_ha": -0.481, "elements": ["N", "C", "C", "C", "N", "C", "H", "H", "H", "H", "H", "H", "H", "H", "H", "H", "H", "H", "H"], "xyz": [[0.737, -1.346, -1.117], [0.471, 0.136, -1.067], [1.721, 0.955, -0.848], [-0.827, 0.423, -0.082], [-1.195, -0.627, 0.931], [-1.370, -0.066, 2.247], [-0.117, -1.918, -1.085], [1.270, -1.577, -1.965], [1.370, -1.642, -0.415], [0.129, 0.430, -2.088], [2.666, 0.618, -0.231], [1.312, 2.023, -0.376], [2.280, 1.298, -1.717], [-0.892, 1.482, 0.190], [-1.569, 0.673, -0.914], [-1.878, -1.138, 0.542], [-2.264, -0.507, 2.846], [-0.382, -0.263, 2.867], [-1.464, 1.045, 2.282]], "nbo_charge": [-0.6645, -0.0720, -0.6914, -0.2671, -0.6498, -0.4301, 0.4513, 0.4394, 0.4404, 0.2273, 0.2515, 0.2614, 0.2479, 0.2412, 0.2117, 0.3715, 0.2323, 0.1978, 0.2010]}

R | {"formula": "C4H13N2", "method": "ωB97M-V with the def2-TZVPD basis set", "total_charge": 1, "e_lumo_ev": -3.21, "homo_ha": -0.534, "elements": ["C", "C", "C", "C", "N", "N", "H", "H", "H", "H", "H", "H", "H", "H", "H", "H", "H", "H", "H"], "xyz": [[-1.591, -0.103, 1.019], [0.319, 1.516, 0.549], [0.722, -0.241, -2.115], [-0.152, 0.129, 0.864], [0.688, -0.553, 1.579], [0.065, -0.805, -0.973], [-2.204, 0.261, 0.246], [-2.152, 0.359, 1.822], [-1.776, -1.303, 1.101], [-0.150, 1.939, -0.371], [1.354, 1.649, 0.428], [0.014, 2.194, 1.313], [1.528, 0.341, -1.705], [1.330, -0.902, -2.723], [0.013, 0.138, -2.840], [0.442, -1.479, 1.870], [1.695, -0.294, 1.606], [-0.775, -1.334, -1.189], [0.630, -1.513, -0.482]], "nbo_charge": [-0.6918, -0.6847, -0.4413, 0.4812, -0.7414, -0.7075, 0.2557, 0.2836, 0.2218, 0.2523, 0.2333, 0.2647, 0.2086, 0.2220, 0.2346, 0.4099, 0.4245, 0.3947, 0.3798]}

Which one sits at the bottom of the stability order? Q does.

P | {"formula": "C4H13N2", "method": "ωB97M-V with the def2-TZVPD basis set", "total_charge": 1, "e_lumo_ev": -9.09, "homo_ha": -0.488, "elements": ["N", "C", "C", "N", "C", "C", "H", "H", "H", "H", "H", "H", "H", "H", "H", "H", "H", "H", "H"], "xyz": [[1.810, 0.581, -0.654], [0.445, -1.681, -0.998], [-0.022, -1.608, 0.523], [-0.223, -0.202, 0.972], [-1.158, 0.552, 0.163], [-1.205, 1.971, 0.712], [2.145, 1.319, -1.229], [2.643, 0.035, -0.306], [1.051, -0.445, -0.961], [-0.372, -2.037, -1.768], [1.271, -2.437, -1.089], [0.658, -2.023, 1.288], [-1.021, -2.128, 0.574], [0.715, 0.278, 1.002], [-2.185, 0.142, 0.233], [-0.930, 0.609, -0.921], [-0.243, 2.495, 0.453], [-1.952, 2.640, 0.235], [-1.428, 1.941, 1.771]], "nbo_charge": [-0.6209, -0.1841, -0.2835, -0.5970, -0.2460, -0.6147, 0.4097, 0.3901, 0.2588, 0.2977, 0.2525, 0.2525, 0.2691, 0.3833, 0.2135, 0.1481, 0.1979, 0.2386, 0.2345]}

Q | {"formula": "C4H13N2", "method": "ωB97M-V with the def2-TZVPD basis set", "total_charge": 1, "e_lumo_ev": -3.12, "smiles": "CNCC[NH2+]C", "homo_ha": -0.503, "elements": ["C", "N", "C", "C", "N", "C", "H", "H", "H", "H", "H", "H", "H", "H", "H", "H", "H", "H", "H"], "xyz": [[0.344, 0.625, -1.183], [1.234, 0.367, -0.039], [1.297, 1.389, 1.108], [-1.098, 0.295, -0.687], [-1.162, -0.559, 0.485], [-0.812, -1.986, 0.273], [0.605, -0.022, -2.035], [0.490, 1.653, -1.489], [2.143, 0.066, -0.410], [0.801, 2.293, 0.740], [2.296, 1.526, 1.490], [0.573, 1.070, 1.854], [-1.762, -0.016, -1.533], [-1.555, 1.240, -0.401], [0.880, -0.381, 0.581], [-2.123, -0.462, 0.787], [-1.716, -2.571, 0.030], [-0.183, -2.369, 1.085], [-0.252, -2.158, -0.656]], "nbo_charge": [-0.2416, -0.5298, -0.4237, -0.2512, -0.6673, -0.4608, 0.2360, 0.2382, 0.4416, 0.2309, 0.2497, 0.2458, 0.2101, 0.2167, 0.4691, 0.3984, 0.2299, 0.2125, 0.1955]}

R | {"formula": "C4H13N2", "method": "ωB97M-V with the def2-TZVPD basis set", "total_charge": 1, "e_lumo_ev": -5.19, "homo_ha": -0.528, "elements": ["C", "C", "C", "C", "N", "N", "H", "H", "H", "H", "H", "H", "H", "H", "H", "H", "H", "H", "H"], "xyz": [[-0.722, -1.192, -1.586], [0.633, -1.750, 0.635], [-1.143, -0.022, 0.711], [-0.292, -0.669, -0.111], [1.414, 1.678, 0.183], [-1.758, 1.158, 0.290], [-1.325, -0.363, -1.900], [0.121, -1.729, -2.053], [-1.496, -2.001, -1.507], [1.103, -2.471, -0.078], [1.506, -1.261, 0.994], [0.045, -2.318, 1.388], [0.464, 0.172, -0.472], [-1.529, -0.325, 1.690], [1.600, 0.895, 0.846], [1.462, 2.604, 0.566], [-2.400, 1.768, 0.816], [-1.274, 1.725, -0.364], [2.285, 1.664, -0.396]], "nbo_charge": [-0.5412, -0.5982, 0.3540, -0.4506, -1.1037, -0.6705, 0.2266, 0.2604, 0.2296, 0.2400, 0.2106, 0.2318, 0.3615, 0.2366, 0.3697, 0.3954, 0.4363, 0.4224, 0.3892]}

Which one sits at the bottom of the stability order? P does.

P | {"formula": "C3H11O3", "method": "ωB97M-V with the def2-TZVPD basis set", "total_charge": -1, "e_lumo_ev": 3.89, "homo_ha": -0.164, "elements": ["C", "O", "C", "C", "H", "H", "H", "H", "H", "H", "H", "H", "H", "O", "H", "H", "O"], "xyz": [[-0.064, 0.723, 0.073], [-1.191, 0.298, 0.842], [0.767, -0.557, -0.492], [1.752, -0.177, -1.624], [-0.411, 1.381, -0.835], [0.629, 1.447, 0.699], [1.298, -1.096, 0.324], [0.037, -1.191, -0.949], [2.134, -1.022, -2.230], [1.320, 0.447, -2.364], [2.557, 0.345, -1.130], [-1.840, -1.658, -0.793], [-2.192, -0.500, 0.025], [-2.696, -1.157, -0.632], [-0.917, 0.713, 2.158], [-0.390, 1.397, 3.643], [-0.795, 0.607, 3.285]], "nbo_charge": [-0.0335, -0.9045, -0.4175, -0.6130, 0.1227, 0.1265, 0.1942, 0.1764, 0.1877, 0.1952, 0.1907, 0.4325, 0.5087, -1.0300, 0.5110, 0.4251, -1.0721]}

Q | {"formula": "C3H11O3", "method": "ωB97M-V with the def2-TZVPD basis set", "total_charge": -1, "e_lumo_ev": 4.08, "homo_ha": -0.147, "elements": ["C", "O", "C", "C", "H", "H", "H", "H", "H", "H", "H", "H", "H", "O", "H", "H", "O"], "xyz": [[-0.098, 0.486, 0.373], [-0.095, -0.656, -0.353], [1.309, 1.092, 0.619], [1.272, 2.627, 0.659], [-0.708, 1.276, -0.166], [-0.598, 0.469, 1.375], [1.741, 0.713, 1.544], [1.811, 0.870, -0.328], [2.214, 3.165, 0.814], [0.978, 2.980, -0.338], [0.548, 2.989, 1.391], [-1.275, -2.798, 0.986], [-0.328, -1.678, 0.708], [-0.693, -2.240, 1.513], [-0.937, -0.790, -1.758], [-1.480, -1.885, -2.707], [-1.350, -0.964, -2.674]], "nbo_charge": [-0.0163, -0.9283, -0.4364, -0.6071, 0.0972, 0.1145, 0.1840, 0.1993, 0.1834, 0.1930, 0.1858, 0.4336, 0.4988, -1.0395, 0.5191, 0.4398, -1.0208]}

R | {"formula": "C3H11O3", "method": "ωB97M-V with the def2-TZVPD basis set", "total_charge": -1, "e_lumo_ev": 4.21, "homo_ha": -0.130, "elements": ["C", "O", "C", "C", "H", "H", "H", "H", "H", "H", "H", "H", "H", "O", "H", "H", "O"], "xyz": [[-0.878, 0.022, 0.512], [0.547, 0.170, 0.690], [-1.112, -0.615, -0.921], [-0.865, -2.094, -1.079], [-1.406, -0.754, 1.174], [-1.428, 1.005, 0.472], [-2.152, -0.406, -0.994], [-0.483, 0.069, -1.684], [-0.846, -2.195, -2.181], [0.251, -2.272, -0.816], [-1.457, -2.783, -0.369], [2.212, 0.594, 0.062], [2.710, 1.992, -0.455], [3.064, 1.133, -0.445], [0.251, 1.522, 1.521], [1.048, 2.214, 2.687], [0.544, 2.397, 1.828]], "nbo_charge": [-0.0500, -0.9996, -0.4109, -0.6456, 0.1040, 0.1233, 0.1621, 0.1922, 0.2038, 0.2155, 0.1989, 0.5435, 0.4537, -1.0302, 0.5059, 0.4429, -1.0094]}

Which one sits at the bottom of the stability order? R does.